{"formula": "C26H37EuFN2O6P2", "method": "wB97M-V/def2-TZVPD", "symbols": ["Eu", "C", "P", "C", "C", "C", "P", "C", "C", "H", "H", "H", "H", "H", "H", "H", "H", "H", "H", "H", "H", "H", "H", "H", "H", "C", "C", "C", "O", "C", "O", "O", "H", "H", "H", "H", "H", "H", "H", "C", "C", "C", "C", "C", "C", "C", "F", "C", "C", "C", "O", "C", "C", "N", "C", "C", "O", "O", "H", "H", "H", "H", "H", "H", "H", "H", "H", "H", "H", "C", "C", "N", "H", "H", "H"], "coordinates": [[-0.70492, -1.31423, -0.40744], [-2.95287, 0.00641, 2.81751], [-1.69914, -1.22550, 2.25814], [-0.66451, -1.30495, 3.77538], [-2.65988, -2.79934, 2.42635], [-3.77730, -2.90462, 1.39115], [-3.18835, -2.88539, -0.37972], [-3.05261, -4.68182, -0.69170], [-4.83278, -2.58510, -1.17624], [-3.47239, -0.34422, 3.70965], [-3.67287, 0.20353, 2.02567], [-2.43716, 0.93643, 3.04925], [-1.28864, -1.40424, 4.66394], [-0.07122, -0.39311, 3.84930], [0.00800, -2.15729, 3.70793], [-3.07929, -2.85297, 3.43511], [-1.96051, -3.63344, 2.31688], [-4.47536, -2.07015, 1.51157], [-4.32623, -3.83971, 1.54141], [-4.00319, -5.17347, -0.47929], [-2.26544, -5.08328, -0.05388], [-2.76845, -4.83495, -1.73315], [-5.57878, -3.28070, -0.79413], [-4.74888, -2.73065, -2.25268], [-5.15808, -1.56575, -0.98242], [2.48156, -3.57116, -0.14335], [1.52592, -3.28692, 1.01452], [2.09265, -3.82066, 2.32580], [1.26097, -1.85973, 1.12522], [0.12673, -3.88663, 0.65951], [-0.38396, -4.73259, 1.37418], [-0.39490, -3.39086, -0.39270], [3.43499, -3.06683, 0.01778], [2.04793, -3.22828, -1.08363], [2.65714, -4.64124, -0.21994], [3.05586, -3.35839, 2.52925], [2.22293, -4.89554, 2.25152], [1.42870, -3.62041, 3.16195], [2.12936, -1.42572, 1.09798], [4.78761, 2.83431, -2.86157], [3.71572, 3.84470, -2.45063], [4.35400, 4.89883, -1.54978], [3.29923, 5.84454, -0.99998], [2.31046, 5.04056, -0.21942], [1.70965, 5.55346, 0.90642], [0.78191, 4.79865, 1.62036], [0.21595, 5.33530, 2.70959], [0.43790, 3.53535, 1.22132], [1.03538, 2.99532, 0.07547], [0.64409, 1.66934, -0.35746], [-0.10208, 0.90834, 0.31280], [1.17697, 1.27948, -1.63003], [2.13330, 2.01406, -2.25487], [2.59128, 3.18553, -1.76625], [1.99779, 3.73358, -0.65059], [0.67317, -0.10822, -1.96709], [-0.47442, -0.25650, -2.44241], [1.33602, -1.04912, -1.48837], [5.68434, 3.37377, -3.15465], [4.48980, 2.22042, -3.70558], [5.03507, 2.18779, -2.02286], [3.31594, 4.33901, -3.34544], [5.09294, 5.45359, -2.12659], [4.86450, 4.40687, -0.71975], [2.79225, 6.35964, -1.82096], [3.74834, 6.60131, -0.35864], [1.95404, 6.54681, 1.24429], [-0.29255, 2.94886, 1.75374], [2.56465, 1.67224, -3.18328], [-4.03727, 0.89639, -3.05885], [-3.31040, 0.52108, -1.89087], [-2.72389, 0.15929, -0.97075], [-4.08943, 0.03433, -3.72723], [-3.52022, 1.70941, -3.56889], [-5.04703, 1.21516, -2.79790]], "forces_ev_per_angstrom": [[-1.071, 0.932, 0.884], [0.246, -0.083, -0.353], [-0.925, -0.330, 1.542], [0.054, 0.060, -0.382], [0.104, 0.078, 0.015], [0.174, 0.069, -0.138], [-1.490, -0.647, 0.281], [0.258, 0.185, 0.020], [0.417, 0.122, -0.001], [0.036, -0.054, -0.006], [-0.045, 0.048, -0.007], [-0.016, 0.093, -0.014], [-0.043, 0.002, -0.052], [0.042, -0.037, 0.031], [0.021, 0.034, 0.028], [0.032, 0.044, 0.013], [-0.069, 0.080, 0.047], [-0.049, -0.092, -0.040], [-0.081, 0.142, -0.035], [0.026, 0.018, -0.060], [-0.051, -0.064, -0.055], [-0.018, -0.113, 0.010], [0.000, -0.008, 0.055], [-0.005, 0.011, -0.063], [-0.083, 0.082, 0.004], [-0.359, 0.198, -0.128], [0.005, -0.702, 0.063], [-0.378, 0.185, -0.266], [0.253, -0.185, 0.016], [1.133, -0.970, 1.529], [0.195, 0.020, -0.165], [0.076, -0.982, -0.715], [0.084, -0.007, 0.020], [0.162, -0.031, 0.125], [0.080, -0.091, 0.080], [0.152, 0.044, -0.013], [0.036, -0.096, 0.017], [-0.070, -0.028, 0.009], [-0.434, 0.156, -0.129], [-0.221, -0.027, -0.092], [0.705, 0.207, -0.012], [-0.353, 0.180, -0.079], [0.128, -0.136, 0.086], [0.160, -0.517, -0.739], [-0.746, 0.245, 1.134], [0.857, 1.595, -0.100], [0.176, -0.309, -0.401], [-0.022, -1.233, -0.782], [-0.934, -0.530, 0.878], [1.174, 1.778, -0.616], [-0.945, -1.076, 0.887], [0.354, -0.313, -0.130], [-0.890, -2.438, -1.651], [0.377, 1.416, 1.103], [0.077, 1.021, 0.427], [1.575, 1.461, -1.623], [-0.050, 0.389, -0.571], [0.549, 0.003, -0.130], [0.031, 0.069, -0.013], [0.017, -0.085, -0.047], [0.048, -0.069, 0.071], [-0.107, -0.055, 0.054], [0.036, -0.119, -0.046], [0.094, -0.052, -0.010], [-0.003, 0.063, -0.011], [-0.020, 0.056, -0.032], [0.013, 0.133, 0.082], [-0.055, -0.054, 0.077], [-0.032, 0.086, 0.049], [-0.392, 0.270, -0.776], [0.576, -0.437, 1.194], [-0.545, 0.355, -0.341], [-0.040, 0.090, 0.010], [-0.048, -0.023, -0.004], [0.057, -0.020, -0.012]], "spin_multiplicity": 7, "homo_lumo_gap_ev": [6.08, 5.55], "charge": 1}



{"formula": "C26H37Ge2N3OsSSe", "method": "wB97M-V/def2-TZVPD", "symbols": ["Os", "C", "C", "N", "C", "C", "S", "C", "C", "N", "H", "H", "H", "H", "H", "H", "H", "H", "H", "H", "H", "H", "H", "H", "Se", "C", "C", "C", "N", "C", "C", "H", "H", "H", "H", "C", "Ge", "C", "C", "Ge", "C", "C", "C", "C", "C", "C", "C", "C", "C", "C", "C", "C", "H", "H", "H", "H", "H", "H", "H", "H", "H", "H", "H", "H", "H", "H", "H", "H", "H", "H", "H"], "coordinates": [[-1.69348, 0.31645, 0.41786], [-2.60087, 2.94109, -0.98919], [-3.72064, 1.94216, -1.15032], [-3.68139, 0.97019, -0.01845], [-4.35880, 1.40210, 1.25068], [-3.50780, 2.31423, 2.11397], [-1.75611, 1.74385, 2.17493], [-0.86331, 3.22687, 1.58528], [-0.42053, 3.10458, 0.13331], [-1.32604, 2.22515, -0.66025], [-2.81547, 3.63627, -0.18081], [-2.47631, 3.53873, -1.89265], [-3.60187, 1.36866, -2.07087], [-4.69128, 2.43888, -1.19282], [-4.20444, 0.15211, -0.32661], [-4.59376, 0.48780, 1.79377], [-5.30166, 1.89889, 1.01296], [-3.87691, 2.29336, 3.13887], [-3.51785, 3.34987, 1.78459], [0.00920, 3.31703, 2.23165], [-1.51046, 4.08085, 1.77967], [0.57446, 2.67291, 0.09968], [-0.37682, 4.09715, -0.32106], [-0.84635, 2.04382, -1.53827], [-1.41278, -1.45282, 1.82900], [-1.48856, -3.08660, 0.87268], [-0.88994, -4.19909, 1.44051], [-0.97536, -5.39652, 0.72995], [-1.59908, -5.50700, -0.43507], [-2.19483, -4.43231, -0.95119], [-2.16787, -3.19035, -0.33798], [-0.37617, -4.15670, 2.39187], [-0.52345, -6.29902, 1.12456], [-2.72022, -4.57797, -1.88824], [-2.69040, -2.34775, -0.78149], [3.05077, -0.51034, -2.74546], [1.34130, 0.36256, -2.55912], [-0.21518, -0.42801, -3.40526], [1.43714, 2.29950, -2.70951], [0.88048, -0.18829, 0.22933], [1.92787, 0.94813, 1.39031], [3.02310, 1.66633, 0.90455], [3.80624, 2.41687, 1.77115], [3.51133, 2.44460, 3.12799], [2.43553, 1.71931, 3.62473], [1.64013, 0.98064, 2.75872], [1.69756, -1.91320, 0.04827], [1.22715, -2.89782, -0.83311], [1.87478, -4.11382, -0.93476], [3.00885, -4.35791, -0.16148], [3.49227, -3.38837, 0.70791], [2.85027, -2.16272, 0.80815], [3.37130, -0.33404, -3.77758], [2.98042, -1.57848, -2.56830], [3.79087, -0.06854, -2.07990], [-0.17630, -0.17328, -4.46837], [-1.14522, -0.02068, -3.00319], [-0.22370, -1.51245, -3.31799], [2.13517, 2.48262, -3.53261], [1.85978, 2.78066, -1.82963], [0.49154, 2.76773, -2.98422], [3.28619, 1.63631, -0.14793], [4.65558, 2.96845, 1.39030], [4.13046, 3.02172, 3.80168], [2.22624, 1.71996, 4.68646], [0.82134, 0.39782, 3.16773], [0.35749, -2.70992, -1.45096], [1.50863, -4.87190, -1.61491], [3.52050, -5.30794, -0.24500], [4.37468, -3.58385, 1.30250], [3.24263, -1.40851, 1.47901]], "forces_ev_per_angstrom": [[-0.222, 0.263, -0.248], [0.000, -0.040, 0.026], [0.015, 0.043, 0.012], [0.001, -0.024, 0.006], [0.000, 0.024, 0.007], [-0.015, 0.000, 0.049], [0.018, 0.047, 0.074], [0.043, 0.007, 0.047], [-0.040, -0.003, -0.010], [-0.011, -0.050, -0.044], [0.013, 0.006, 0.007], [-0.017, 0.001, -0.008], [0.012, -0.005, -0.003], [-0.004, -0.001, -0.010], [-0.007, 0.008, -0.012], [-0.001, -0.007, 0.006], [-0.002, -0.006, -0.019], [0.009, 0.012, 0.003], [-0.004, -0.001, -0.021], [0.007, 0.016, 0.000], [0.001, 0.001, -0.009], [0.021, -0.019, -0.013], [0.001, 0.004, -0.007], [-0.005, -0.011, 0.015], [0.111, -0.170, 0.162], [0.001, -0.036, -0.010], [-0.024, -0.005, -0.028], [-0.003, -0.015, 0.012], [0.009, 0.024, 0.009], [0.010, -0.026, -0.023], [0.007, 0.022, 0.008], [0.013, 0.001, 0.001], [0.003, 0.003, 0.000], [0.007, 0.006, 0.000], [0.010, -0.025, 0.014], [0.010, 0.069, -0.013], [0.140, -0.125, -0.041], [-0.057, -0.011, 0.052], [-0.015, 0.038, 0.032], [-0.011, 0.009, 0.048], [0.018, 0.008, 0.080], [-0.034, 0.007, 0.004], [0.009, 0.005, -0.035], [-0.004, 0.000, 0.020], [0.016, 0.027, -0.009], [0.002, -0.005, -0.051], [0.004, -0.055, -0.031], [0.012, 0.060, -0.079], [0.024, -0.008, 0.002], [-0.029, -0.036, -0.024], [-0.011, 0.066, 0.045], [0.032, -0.036, -0.034], [-0.006, 0.004, 0.008], [-0.008, -0.053, 0.012], [0.004, -0.022, 0.007], [0.023, 0.012, 0.002], [-0.008, -0.012, -0.024], [0.011, 0.013, 0.008], [-0.011, -0.017, -0.014], [0.002, 0.023, 0.008], [0.004, 0.009, 0.008], [0.013, -0.007, -0.002], [0.000, -0.001, 0.002], [-0.001, -0.002, 0.002], [-0.010, -0.001, -0.004], [-0.035, -0.001, 0.019], [-0.041, -0.009, 0.009], [-0.004, -0.001, -0.001], [0.005, 0.006, -0.006], [-0.004, -0.001, -0.001], [0.005, 0.009, 0.005]], "spin_multiplicity": 2, "homo_lumo_gap_ev": [5.58, 5.73], "charge": 3}



{"formula": "C26H37HgN7O2", "method": "wB97M-V/def2-TZVPD", "symbols": ["Hg", "C", "N", "C", "C", "C", "N", "C", "C", "C", "C", "C", "C", "C", "O", "C", "C", "C", "N", "C", "C", "C", "C", "C", "C", "C", "O", "H", "H", "H", "H", "H", "H", "H", "H", "H", "H", "H", "H", "H", "H", "H", "H", "H", "H", "H", "H", "H", "H", "H", "H", "H", "C", "C", "C", "C", "N", "N", "C", "H", "H", "H", "H", "H", "H", "H", "H", "N", "N", "H", "H", "H", "H"], "coordinates": [[0.26835, 0.24873, -0.08707], [0.01480, 3.07351, -2.32400], [-0.04609, 3.14926, -0.86982], [1.11382, 3.91351, -0.42532], [1.38548, 3.96762, 1.07954], [1.46075, 2.58927, 1.77146], [1.84435, 1.56406, 0.83476], [2.99264, 1.00732, 0.92757], [3.55745, 0.08709, -0.02781], [4.81773, -0.44840, 0.28569], [5.52083, -1.24972, -0.58264], [4.96753, -1.52717, -1.83489], [3.72326, -1.04702, -2.17108], [2.94041, -0.26747, -1.28319], [1.75501, 0.10050, -1.66160], [-1.29646, 3.72169, -0.39209], [-2.51198, 2.82145, -0.61718], [-2.76363, 1.75204, 0.45096], [-1.71338, 0.80290, 0.78458], [-1.91362, 0.27295, 2.03148], [-1.21465, -0.68216, 2.82363], [-1.79298, -0.96424, 4.09743], [-1.23003, -1.82212, 5.01567], [-0.02661, -2.45841, 4.71043], [0.56893, -2.22872, 3.47750], [0.01608, -1.37858, 2.50284], [0.62303, -1.27092, 1.34810], [0.07934, 4.07712, -2.78112], [-0.85587, 2.57093, -2.73873], [0.89322, 2.49088, -2.60493], [1.04428, 4.95417, -0.79788], [1.98056, 3.44763, -0.89781], [0.64785, 4.58765, 1.59268], [2.35223, 4.46924, 1.18060], [0.47552, 2.33013, 2.17080], [2.15959, 2.64935, 2.61736], [3.63492, 1.27029, 1.77949], [5.23776, -0.21552, 1.25910], [6.48479, -1.65505, -0.30275], [5.51720, -2.13145, -2.54757], [3.29703, -1.26962, -3.14170], [-1.46908, 4.70502, -0.87366], [-1.19957, 3.90374, 0.68128], [-2.46171, 2.37152, -1.60631], [-3.40556, 3.45184, -0.61277], [-3.66428, 1.19811, 0.12522], [-3.05691, 2.29162, 1.36557], [-2.79702, 0.66100, 2.54879], [-2.72896, -0.47021, 4.34183], [-1.71975, -1.99938, 5.96718], [0.43964, -3.12576, 5.42716], [1.49752, -2.72320, 3.21293], [-3.80652, -3.88675, 0.10297], [-2.54224, -3.40575, -0.52551], [-1.64171, -4.02757, -1.36325], [-0.63092, -3.06947, -1.61187], [-0.92195, -1.94038, -0.99544], [-2.07431, -2.15408, -0.34956], [0.62115, -3.23117, -2.40486], [-4.09807, -4.83953, -0.33407], [-4.61293, -3.16818, -0.05040], [-3.67624, -4.02328, 1.17838], [-1.68897, -5.03459, -1.74561], [-2.39342, -1.43551, 0.29370], [0.57367, -4.13108, -3.01683], [1.48012, -3.29634, -1.73393], [0.79173, -2.36356, -3.04250], [-1.44868, -0.09174, -3.94266], [-2.41419, 0.05053, -2.88415], [-1.82653, -0.75387, -4.60559], [-0.58292, -0.48682, -3.57794], [-2.61578, -0.84918, -2.46229], [-1.93509, 0.57129, -2.15830]], "forces_ev_per_angstrom": [[-1.991, 0.611, -0.716], [-0.001, -0.119, 0.102], [0.022, 0.203, 0.003], [-0.044, -0.132, 0.098], [-0.040, -0.227, -0.126], [-0.220, 0.150, 0.087], [1.410, 0.354, 0.274], [-0.463, 0.466, 0.157], [0.115, -0.469, -0.473], [-0.156, 0.097, -0.015], [0.199, -0.104, 0.065], [-0.167, 0.094, 0.040], [0.175, -0.164, -0.099], [-0.030, 0.255, 0.204], [0.580, -0.016, -0.349], [-0.083, -0.077, -0.002], [0.336, -0.190, 0.157], [-0.029, -0.058, -0.151], [0.346, 0.061, -0.061], [-0.313, -0.126, 0.152], [0.057, -0.021, 0.051], [0.063, 0.008, -0.129], [0.022, -0.063, 0.089], [-0.008, -0.008, 0.063], [-0.063, 0.046, -0.077], [-0.019, -0.089, 0.021], [0.253, -0.780, 1.000], [-0.014, 0.009, -0.005], [0.007, -0.019, -0.010], [0.000, 0.018, -0.040], [0.059, -0.013, -0.029], [0.012, 0.073, -0.050], [0.033, 0.024, 0.036], [-0.021, 0.051, 0.038], [0.009, -0.051, -0.039], [-0.024, -0.065, 0.010], [0.087, -0.031, -0.007], [0.023, 0.048, -0.012], [-0.002, 0.026, 0.001], [-0.001, -0.010, -0.006], [-0.078, 0.015, 0.024], [-0.001, 0.000, 0.018], [0.000, 0.013, 0.005], [-0.083, 0.045, -0.057], [-0.022, -0.006, -0.083], [-0.058, 0.101, 0.048], [0.008, -0.018, 0.012], [0.043, 0.004, -0.048], [0.002, 0.026, -0.001], [-0.003, 0.027, -0.013], [-0.002, -0.005, -0.025], [-0.007, 0.021, -0.031], [0.114, 0.082, 0.084], [-0.016, 0.015, -0.122], [0.089, -0.046, -0.003], [-0.319, -0.137, -0.006], [0.220, -0.002, -0.307], [-0.077, 0.007, 0.174], [0.061, 0.165, 0.076], [-0.021, -0.005, 0.005], [-0.031, -0.037, 0.008], [-0.025, -0.003, -0.006], [-0.039, -0.006, 0.055], [0.049, 0.059, 0.008], [0.034, 0.002, -0.016], [0.014, -0.055, -0.032], [0.015, -0.014, -0.026], [0.219, 0.053, 0.037], [-0.165, 0.148, -0.133], [-0.045, 0.030, -0.093], [-0.039, -0.133, 0.023], [0.167, -0.123, 0.099], [-0.127, 0.017, 0.073]], "spin_multiplicity": 2, "homo_lumo_gap_ev": [4.42, 6.76], "charge": -1}